This record from OMol25 describes a structure of composition C19H33Ag2CuNO18S2 at a distorted geometry. The level of theory is ωB97M-V with the def2-TZVPD basis set.

Structure (XYZ):
```
76
Properties=species:S:1:pos:R:3:forces:R:3:lowdin_charge:R:1
O -4.661097 -2.638835 0.868703 0.0 1.9 0.0 0.054
O -3.675826 -1.265196 -0.603177 0.1 0.8 -0.1 -0.017
H -0.149060 -1.735091 0.601253 0.0 1.0 0.2 0.080
C 0.254395 -4.753934 -1.795273 1.4 -0.5 0.7 -0.156
H 0.069899 -1.242562 2.428526 0.6 -0.1 -0.3 0.096
C -0.122037 1.808145 -0.666299 -0.7 1.2 2.1 -0.326
C 0.375720 3.814233 3.363314 -1.2 -0.6 -0.5 -0.123
H -4.110966 -5.596706 -0.080490 -0.3 -0.1 -0.4 0.134
C -0.015105 0.461762 -1.577685 0.2 -1.1 -0.4 -0.255
C -0.873910 2.976856 3.654540 0.1 0.2 -0.3 -0.137
C 2.490215 6.376022 -0.888999 0.5 -0.9 -0.4 -0.120
O 4.604648 -0.293934 -1.494875 0.2 -0.6 0.1 -0.173
O 4.973140 -2.781540 -1.114156 -0.5 1.5 -0.4 -0.191
H 1.102096 -4.843166 -1.111270 -0.2 -0.1 0.2 0.132
H -0.829163 -2.935149 -1.517981 0.3 0.4 0.1 0.094
C 2.990054 -0.915134 0.169815 1.0 -0.3 -1.4 -0.158
H -0.592490 -5.271147 -1.346738 -0.1 0.0 -0.2 0.120
C 3.847802 0.239317 -0.399956 0.1 -0.3 0.8 -0.145
H -1.134556 2.240895 2.890118 0.3 0.0 0.0 0.151
H 3.036897 6.378178 1.269467 -0.1 0.1 0.0 0.144
C -0.004168 -3.319655 -2.128587 -1.9 0.6 0.5 -0.089
H 2.433329 4.854224 0.552069 -0.2 0.0 0.4 0.119
H -2.718416 -3.866707 -0.606435 0.0 -0.3 -0.2 0.111
O -0.457322 4.345159 6.260834 0.7 -0.4 -0.9 -0.063
O -0.183705 -4.579326 -4.044525 0.0 -0.1 -0.5 0.080
N -0.027798 -3.294727 1.765504 1.2 0.6 0.0 -0.441
Ag -3.065016 0.937327 -0.821027 0.3 -0.3 0.3 0.815
C -3.744611 -3.694162 -0.967310 0.5 0.8 0.8 -0.049
H 0.055651 1.404836 0.346646 -0.2 -0.6 -0.1 0.098
S 0.321333 3.219913 5.846882 -0.6 -1.9 1.2 0.790
C 1.108604 5.981923 -1.377811 -0.7 0.2 -1.1 -0.068
C 2.349100 5.945708 0.549298 0.3 0.7 0.0 -0.123
H 2.752326 7.411850 -1.088654 -0.2 0.1 0.4 0.140
O -1.137281 -0.266376 -1.797899 0.2 1.4 -0.6 -0.170
H 4.520674 0.550139 0.398078 0.1 0.5 -0.3 0.138
H 0.933607 3.412272 2.503684 0.4 0.0 0.1 0.180
H 1.010853 4.946985 -1.728628 0.3 -0.2 0.5 0.128
C -0.532218 -3.393222 -3.553797 2.1 -0.8 -1.0 -0.425
H -1.467114 -1.847099 1.822530 0.0 0.3 -0.3 0.094
C -4.655491 -4.659072 -0.232426 1.2 -1.9 0.0 -0.129
O 1.181225 3.758176 4.482535 0.4 1.2 0.1 0.031
H 2.047997 -0.623708 0.622864 0.0 0.0 -0.1 0.097
O -0.531292 2.280079 4.818035 0.1 0.0 1.9 -0.118
H 3.576039 -1.565087 0.819881 -0.1 0.2 0.4 0.136
Cu -2.062615 -0.436928 -3.847801 1.0 -1.3 0.6 0.699
H -1.779487 3.591115 3.770445 0.1 0.1 0.4 0.169
H 0.716122 -0.147474 -1.043363 0.1 0.0 0.1 0.079
H 0.726803 6.493674 -2.263895 0.0 0.5 0.3 0.146
O -0.990411 6.090292 -0.096360 0.0 0.3 0.3 0.004
C -4.020512 -2.381012 -0.254784 -0.7 -1.3 -0.1 -0.467
O 2.756862 -1.667809 -1.039391 -0.5 -0.3 -0.1 -0.263
H -3.688694 -3.632354 -2.049401 -0.4 0.0 0.0 0.136
H 0.504831 -6.379324 -3.183014 -0.2 0.1 -0.5 0.142
O -1.266653 2.558182 -0.605937 -0.4 -1.1 -1.0 -0.370
H 1.741600 -5.137401 -3.310479 -0.2 0.4 -0.5 0.143
Ag -2.500581 4.572474 -0.635934 0.3 -0.2 -0.2 0.827
H -5.621732 -4.918273 -0.656278 0.1 0.4 -0.4 0.134
H -5.814479 -4.267535 1.475172 0.2 0.4 0.6 0.143
O -0.819952 -4.089042 1.316210 -0.2 -0.3 0.2 0.072
C -0.388290 -1.850849 1.658932 -1.5 -1.0 0.0 0.045
O 3.914429 -1.979822 -3.213830 0.2 0.6 1.7 -0.209
C -4.803216 -4.056891 1.135305 -0.4 0.6 -0.3 -0.095
C 0.218640 6.169154 -0.173511 0.7 -0.4 -0.3 -0.456
H 3.268143 1.041542 -0.854029 -0.1 0.2 0.4 0.118
H -4.025577 -4.214675 1.882821 -0.2 -0.8 -0.1 0.139
H 0.500821 0.834933 -2.472442 -0.5 0.2 -0.4 0.150
H 0.883099 -2.702922 -2.001420 -0.1 0.2 -0.4 0.112
O 1.111494 -3.504882 2.117312 -0.3 -0.5 0.2 0.105
O 0.988248 6.329665 0.904852 -0.5 -0.5 0.3 0.040
C 0.679255 -5.307582 -3.136722 -0.6 -0.5 0.8 -0.093
H 0.785251 2.406446 -0.816093 0.0 0.0 -0.8 0.102
H 3.280954 5.756303 -1.314787 -0.1 0.2 -0.3 0.133
O -1.006569 -2.581084 -4.333433 -1.1 1.3 1.0 0.076
O 1.101224 2.434754 6.746390 -0.9 1.2 -2.1 -0.087
S 4.188312 -1.804628 -1.813412 -0.3 -1.6 -0.9 0.654
H 0.075718 4.819489 3.018301 0.7 0.5 0.3 0.184
```
Positions in Å, forces in eV/Å.

Properties
**LUMO level (spin up / spin down)**: -9.43 / -14.62 eV
**Net charge**: +3
**Spin multiplicity**: 3
**F_max**: 2.587 eV/A
**⟨S²⟩**: 2.017
**Gap between HOMO and LUMO (spin up / spin down)**: 7.91 / 2.73 eV
**Energy**: -4882.22791 a.u.